[1]
DFT (the ωB97M-V functional and the def2-TZVPD basis) results for C17H24Cl2O2Re as an isolated structure in a non-equilibrium geometry.

Each line ends with the natural charge from an NBO analysis.
Element x y z (Å)
C: -0.889 0.554 -2.317  -0.11
C: 0.446 0.126 -1.973  -0.08
C: 1.022 1.115 -1.107  -0.08
C: 1.173 -1.030 -2.585  -0.65
C: 0.042 2.148 -0.891  -0.10
C: -1.112 1.838 -1.693  -0.12
C: -2.285 2.742 -1.918  -0.62
C: -1.795 -0.104 -3.311  -0.63
C: 2.463 1.208 -0.701  -0.65
C: 0.254 3.411 -0.119  -0.62
Re: -0.811 0.318 -0.183  1.41
Cl: 3.653 -2.362 -0.305  -0.95
Cl: -0.937 -2.153 -0.513  -0.62
O: -1.267 1.271 1.485  -1.00
H: 0.462 -1.752 -2.999  0.22
H: 1.808 -1.538 -1.841  0.30
H: 1.837 -0.681 -3.387  0.19
H: 2.921 0.212 -0.649  0.29
H: 2.556 1.699 0.272  0.21
H: 3.038 1.803 -1.426  0.19
H: 0.883 3.225 0.758  0.23
H: -0.707 3.804 0.229  0.22
H: 0.737 4.181 -0.738  0.19
H: -2.051 3.741 -1.538  0.20
H: -3.176 2.370 -1.403  0.23
H: -2.512 2.801 -2.989  0.20
H: -1.682 -1.193 -3.289  0.24
H: -1.570 0.248 -4.328  0.19
H: -2.839 0.141 -3.090  0.22
H: -2.228 1.210 1.601  0.46
O: -2.693 -0.075 -0.117  -1.04
H: -2.861 -0.985 -0.434  0.48
C: 0.797 -0.424 1.161  -0.70
C: 0.565 -1.417 2.262  0.00
C: 1.516 -2.435 2.451  -0.22
C: 1.414 -3.330 3.507  -0.23
C: 0.299 -3.283 4.355  -0.28
C: -0.673 -2.299 4.158  -0.26
C: -0.517 -1.342 3.149  -0.17
H: 1.216 0.503 1.588  0.19
H: 1.547 -0.897 0.507  0.24
H: 2.344 -2.502 1.731  0.27
H: 2.199 -4.072 3.651  0.19
H: 0.201 -4.009 5.159  0.18
H: -1.559 -2.267 4.797  0.18
H: -1.226 -0.519 3.023  0.21

Properties
relative energy (zero: lowest compared OMol25 entry of this formula, charge and spin): 0.0 kcal per mole
charge: -2
frontier orbital gap (alpha / beta): 3.4 / 6.6 eV
multiplicity: 4
DFT total energy: -49289.035 eV

---

[2]
DFT (the ωB97M-V functional and the def2-TZVPD basis) results for a 2-piece molecular cluster, C2H10NS overall.

Each line ends with the natural charge from an NBO analysis.
Element x y z (Å)
N: 2.255 -0.023 -1.505  -0.90
H: 2.447 -0.990 -1.767  0.45
H: 2.911 0.280 -0.786  0.45
H: 2.334 0.608 -2.306  0.45
H: 1.267 0.017 -1.104  0.43
C: -2.063 0.448 0.070  -0.71
S: -0.439 -0.361 0.067  0.15
C: 0.107 0.012 1.749  -0.74
H: -2.598 0.034 0.916  0.24
H: -2.585 0.211 -0.853  0.25
H: -1.951 1.519 0.175  0.23
H: 0.975 -0.603 1.944  0.23
H: 0.376 1.059 1.882  0.23
H: -0.677 -0.261 2.443  0.24

Properties
relative energy (zero: lowest compared OMol25 entry of this formula, charge and spin): 0.6 kcal per mole
charge: +1
frontier orbital gap: 9.1 eV
DFT total energy: -14555.037 eV

---

[3]
DFT (the ωB97M-V functional and the def2-TZVPD basis) results for C9H17ClCuNO8 as an isolated structure in a non-equilibrium geometry.

Each line ends with the natural charge from an NBO analysis.
Element x y z (Å)
Cu: 1.435 1.021 -0.689  0.87
Cl: 3.853 0.833 -1.961  -0.96
O: 1.030 -3.822 -2.610  -0.98
C: 0.279 -3.589 -1.470  -0.05
C: 0.723 -2.443 -0.497  -0.04
O: 1.314 -1.295 -0.976  -0.96
H: 0.168 -4.531 -0.878  0.03
H: -0.766 -3.397 -1.809  0.05
H: 1.369 -2.917 0.292  0.04
H: -0.188 -2.145 0.096  0.04
O: -1.156 5.665 -1.252  -1.02
C: -0.466 5.025 -2.275  -0.05
C: 0.171 3.587 -2.089  -0.07
O: 0.739 3.253 -0.849  -1.01
H: 0.276 5.740 -2.698  0.04
H: -1.169 4.862 -3.135  0.03
H: 0.966 3.486 -2.860  0.09
H: -0.532 2.780 -2.375  0.08
C: -1.560 0.160 -0.747  -0.52
N: -3.053 0.125 -0.917  0.55
O: -3.557 0.803 -1.781  -0.40
O: -3.710 -0.589 -0.158  -0.47
H: -1.300 -0.603 -0.019  0.23
H: -1.284 1.158 -0.400  0.28
H: -1.081 -0.167 -1.669  0.28
O: 0.633 1.168 1.495  -0.53
C: 0.553 0.255 2.251  0.78
O: -0.633 -0.188 2.777  -0.51
C: -0.541 -1.539 3.161  -0.08
C: 0.953 -1.819 3.343  -0.43
C: 1.644 -0.791 2.436  -0.56
H: -0.889 -2.288 2.438  0.20
H: -1.188 -1.707 4.027  0.15
H: 1.262 -2.854 3.168  0.21
H: 1.285 -1.734 4.389  0.16
H: 1.851 -1.121 1.407  0.33
H: 2.570 -0.382 2.833  0.22

Properties
charge: -4
frontier orbital gap: 2.8 eV
DFT total energy: -84622.963 eV

---

[4]
DFT (the ωB97M-V functional and the def2-TZVPD basis) results for an isolated ion of composition C8H17N3 and charge +2 in a non-equilibrium geometry.

Each line ends with the natural charge from an NBO analysis.
Element x y z (Å)
C: 3.176 0.001 -0.293  0.43
C: 1.485 -0.017 1.414  0.37
C: -0.330 -0.815 0.257  0.13
C: 0.056 -1.993 -0.236  -0.33
C: -2.415 0.349 0.943  -0.65
C: -2.230 -0.641 -1.417  -0.64
C: -0.919 1.472 -0.693  -0.64
C: -1.474 0.079 -0.311  -0.07
N: 3.302 1.281 -0.157  -0.68
N: 2.281 -0.608 0.438  -0.58
N: 0.244 -0.316 1.424  -0.39
H: 3.757 -0.683 -0.908  0.29
H: 2.011 0.553 2.204  0.27
H: 0.712 -2.661 0.148  0.20
H: 2.821 1.936 0.387  0.44
H: -0.629 -2.431 -1.047  0.28
H: -3.395 0.513 0.534  0.27
H: -2.248 1.248 1.587  0.23
H: -2.265 -0.499 1.653  0.20
H: -2.617 -1.641 -1.132  0.24
H: -3.235 -0.154 -1.543  0.27
H: -1.632 -0.862 -2.283  0.24
H: -1.612 2.148 -1.268  0.29
H: -0.280 1.386 -1.535  0.22
H: -0.395 1.931 0.173  0.19
H: 3.966 1.875 -0.723  0.48
H: 2.307 -1.652 0.453  0.48
H: -0.442 0.200 1.932  0.48

Properties
relative energy (zero: lowest compared OMol25 entry of this formula, charge and spin): 50.4 kcal per mole
charge: +2
frontier orbital gap: 8.0 eV
SMILES: C=C(/[NH+]=C\[NH+]=C/N)C(C)(C)C
DFT total energy: -13022.356 eV

---

[5]
DFT (the ωB97M-V functional and the def2-TZVPD basis) results for one molecule with the formula C14H20N2O3 in a non-equilibrium geometry.

Each line ends with the natural charge from an NBO analysis.
Element x y z (Å)
C: 0.720 -1.217 -0.054  -0.14
C: -0.524 -0.405 -0.250  0.71
C: 1.053 -2.258 -1.161  -0.23
C: -0.124 -3.162 -1.349  -0.63
C: 1.495 -1.585 -2.468  -0.63
C: -2.261 1.027 0.523  -0.15
C: -3.555 0.639 -0.316  0.80
C: -1.534 2.256 0.134  -0.45
C: -0.080 2.378 0.741  0.00
C: 0.091 1.992 2.107  -0.21
C: 1.059 2.309 -0.069  -0.21
C: 1.283 1.816 2.669  -0.22
C: 2.325 2.222 0.484  -0.24
C: 2.407 1.961 1.877  -0.20
H: 1.762 -1.801 1.351  0.37
H: 0.416 -2.888 1.292  0.37
H: 1.448 -0.456 -0.012  0.22
H: 1.861 -2.852 -0.876  0.21
H: -0.229 -3.962 -0.598  0.20
H: 0.053 -3.733 -2.246  0.22
H: -1.144 -2.842 -1.276  0.22
H: 0.537 -1.162 -2.946  0.24
H: 2.070 -2.249 -3.116  0.21
H: 2.027 -0.605 -2.389  0.22
H: -1.130 -0.555 1.713  0.45
H: -2.789 1.278 1.482  0.23
H: -2.167 3.131 0.467  0.24
H: -1.371 2.177 -0.886  0.24
H: -0.711 1.739 2.738  0.21
H: 0.936 2.451 -1.182  0.22
H: 1.317 1.686 3.733  0.22
H: 3.198 2.603 0.026  0.22
H: 3.518 1.969 2.096  0.22
H: -2.462 -0.561 -1.420  0.51
N: 0.700 -1.908 1.316  -0.86
N: -1.453 -0.277 0.720  -0.64
O: -0.747 -0.043 -1.387  -0.69
O: -4.661 1.063 -0.137  -0.57
O: -3.334 -0.176 -1.330  -0.68

Properties
relative energy (zero: lowest compared OMol25 entry of this formula, charge and spin): 81.1 kcal per mole
frontier orbital gap: 10.1 eV
SMILES: CC(C)[C@H](N)C(=O)N[C@@H](Cc1ccccc1)C(=O)O
DFT total energy: -23963.639 eV

---

[6]
DFT (the ωB97M-V functional and the def2-TZVPD basis) results for one molecule with the formula C2H5NO2 in a non-equilibrium geometry.

Each line ends with the natural charge from an NBO analysis.
Element x y z (Å)
C: -0.685 1.001 -0.327  -0.54
C: 0.010 -0.413 -0.471  0.00
O: -0.158 -1.222 0.823  -0.33
O: 0.995 -1.246 1.644  -0.43
N: 1.283 -0.265 -0.646  -0.15
H: 1.614 -0.725 1.060  0.45
H: -0.542 -1.021 -1.210  0.28
H: -0.603 1.520 -1.278  0.23
H: -0.195 1.568 0.459  0.24
H: -1.719 0.803 -0.054  0.25

Properties
relative energy (zero: lowest compared OMol25 entry of this formula, charge and spin): 187.2 kcal per mole
frontier orbital gap (alpha / beta): 6.8 / 6.8 eV
DFT total energy: -7732.635 eV

---

[7]
DFT (the ωB97M-V functional and the def2-TZVPD basis) results for a 2-piece molecular cluster, C3H11NO3 overall in a non-equilibrium geometry.

Each line ends with the natural charge from an NBO analysis.
Element x y z (Å)
C: -1.161 0.347 0.924  -0.08
O: -2.029 1.384 0.434  -0.72
C: 0.311 0.689 0.721  -0.11
C: 1.205 -0.126 1.670  -0.07
O: 2.370 0.640 2.047  -0.72
N: 0.775 0.501 -0.678  -0.84
H: -1.391 0.163 1.973  0.17
H: -1.453 -0.523 0.345  0.18
H: -1.910 2.144 1.010  0.46
H: 0.444 1.746 0.961  0.19
H: 1.547 -1.004 1.117  0.18
H: 0.717 -0.366 2.599  0.18
H: 2.926 0.687 1.263  0.47
H: 0.055 -0.029 -1.158  0.36
H: 0.745 1.427 -1.088  0.36
H: -1.647 -2.912 -4.363  0.46
H: -0.317 -2.595 -3.842  0.46
O: -1.190 -2.174 -3.935  -0.93

Properties
relative energy (zero: lowest compared OMol25 entry of this formula, charge and spin): 41.9 kcal per mole
frontier orbital gap: 10.3 eV
SMILES: NC(CO)CO.O
DFT total energy: -10921.190 eV

---

[8]
DFT (the ωB97M-V functional and the def2-TZVPD basis) results for C12H11AuN3O5 as an isolated structure in a non-equilibrium geometry.

Each line ends with the natural charge from an NBO analysis.
Element x y z (Å)
Au: -0.288 0.800 0.838  1.49
O: 0.229 -1.612 6.231  -0.60
C: 0.067 -1.179 4.991  0.40
C: -1.176 -1.174 4.331  -0.27
C: -1.228 -0.671 3.053  0.13
N: -0.115 -0.216 2.497  -0.44
C: 1.081 -0.216 3.064  0.11
C: 1.222 -0.711 4.330  -0.23
C: 2.151 0.319 2.148  0.75
O: 3.290 0.166 2.308  -0.46
O: 1.617 1.089 1.126  -0.74
C: -2.440 -0.604 2.091  0.75
O: -3.537 -0.933 2.419  -0.50
O: -2.045 -0.253 0.871  -0.73
H: -0.594 -1.932 6.621  0.51
H: -2.079 -1.565 4.781  0.27
H: 2.202 -0.747 4.787  0.28
C: 1.961 5.562 -0.899  -0.66
C: 0.845 4.592 -0.732  0.23
C: -0.513 4.730 -0.918  -0.33
C: -1.086 3.490 -0.601  0.22
N: -0.118 2.653 -0.249  -0.39
N: 1.052 3.325 -0.330  -0.33
C: -2.515 3.082 -0.633  -0.66
H: 1.602 6.454 -1.404  0.25
H: 2.771 5.131 -1.487  0.24
H: 2.366 5.856 0.070  0.25
H: -1.025 5.613 -1.256  0.25
H: 1.900 2.847 -0.064  0.45
H: -2.979 3.405 -1.563  0.25
H: -3.067 3.538 0.189  0.25
H: -2.625 1.999 -0.566  0.24

Properties
relative energy (zero: lowest compared OMol25 entry of this formula, charge and spin): 0.0 kcal per mole
charge: +1
frontier orbital gap: 7.7 eV
DFT total energy: -31015.042 eV

---

Repeat the fifth record exactly.
DFT (the ωB97M-V functional and the def2-TZVPD basis) results for one molecule with the formula C14H20N2O3 in a non-equilibrium geometry.

Each line ends with the natural charge from an NBO analysis.
Element x y z (Å)
C: 0.720 -1.217 -0.054  -0.14
C: -0.524 -0.405 -0.250  0.71
C: 1.053 -2.258 -1.161  -0.23
C: -0.124 -3.162 -1.349  -0.63
C: 1.495 -1.585 -2.468  -0.63
C: -2.261 1.027 0.523  -0.15
C: -3.555 0.639 -0.316  0.80
C: -1.534 2.256 0.134  -0.45
C: -0.080 2.378 0.741  0.00
C: 0.091 1.992 2.107  -0.21
C: 1.059 2.309 -0.069  -0.21
C: 1.283 1.816 2.669  -0.22
C: 2.325 2.222 0.484  -0.24
C: 2.407 1.961 1.877  -0.20
H: 1.762 -1.801 1.351  0.37
H: 0.416 -2.888 1.292  0.37
H: 1.448 -0.456 -0.012  0.22
H: 1.861 -2.852 -0.876  0.21
H: -0.229 -3.962 -0.598  0.20
H: 0.053 -3.733 -2.246  0.22
H: -1.144 -2.842 -1.276  0.22
H: 0.537 -1.162 -2.946  0.24
H: 2.070 -2.249 -3.116  0.21
H: 2.027 -0.605 -2.389  0.22
H: -1.130 -0.555 1.713  0.45
H: -2.789 1.278 1.482  0.23
H: -2.167 3.131 0.467  0.24
H: -1.371 2.177 -0.886  0.24
H: -0.711 1.739 2.738  0.21
H: 0.936 2.451 -1.182  0.22
H: 1.317 1.686 3.733  0.22
H: 3.198 2.603 0.026  0.22
H: 3.518 1.969 2.096  0.22
H: -2.462 -0.561 -1.420  0.51
N: 0.700 -1.908 1.316  -0.86
N: -1.453 -0.277 0.720  -0.64
O: -0.747 -0.043 -1.387  -0.69
O: -4.661 1.063 -0.137  -0.57
O: -3.334 -0.176 -1.330  -0.68

Properties
relative energy (zero: lowest compared OMol25 entry of this formula, charge and spin): 81.1 kcal per mole
frontier orbital gap: 10.1 eV
SMILES: CC(C)[C@H](N)C(=O)N[C@@H](Cc1ccccc1)C(=O)O
DFT total energy: -23963.639 eV

---

- Number 4 is which compound?
  C8H17N3

---

- Which formula does entry 3 have?
  C9H17ClCuNO8

---

- Among the records above, which one has the lowest DFT total energy?
  C9H17ClCuNO8